1.
Entry from the Open Molecules 2025 dataset: C4H6N2O as an isolated structure (the ωB97M-V functional and the def2-TZVPD basis).

The value obtained for the energy above the lowest of the compared OMol25 structures with the same formula, charge and spin is 89.37 kcal/mol. The value obtained for the HOMO energy is -10.02 eV. Its HOMO-LUMO gap is 11.0557 eV. For the maximum force, the calculation gives 2.91 eV/Å. The value obtained for the total energy is -340.65248 hartree. Its net charge is 0.

Last column: Löwdin charge in e.
Geometry (Å):
1 N 1.449 -1.206 -1.067  0.18
2 C 1.038 -0.207 -0.436  -0.41
3 O 1.670 0.863 0.148  0.02
4 C 0.419 1.350 0.735  -0.04
5 C -0.296 0.164 0.123  -0.44
6 C -1.596 -0.107 -0.477  -0.01
7 N -1.036 -0.871 0.767  0.06
8 H 2.462 -1.201 -1.185  0.07
9 H 0.461 1.359 1.824  0.13
10 H 0.159 2.330 0.326  0.13
11 H -1.567 -0.633 -1.436  0.11
12 H -2.422 -0.054 0.207  0.10
13 H -0.741 -1.787 0.471  0.09

Cartesian forces (eV/Å) of the 3 atoms listed first:
0.1 0.3 0.0
0.0 -0.1 -0.3
0.2 0.0 -0.1

2.
Entry from the Open Molecules 2025 dataset: C15H10FN2O13S3 as an isolated structure (the ωB97M-V functional and the def2-TZVPD basis).

The value obtained for the HOMO energy is -6.84 eV. Its HOMO-LUMO gap is 7.4962 eV. For the maximum force, the calculation gives 1.86 eV/Å. The value obtained for the total energy is -2959.73431 hartree. Its net charge is -1.

Last column: Löwdin charge in e.
Geometry (Å):
1 O 1.537 0.191 2.403  0.15
2 C 0.810 0.873 3.060  -0.47
3 F 1.320 1.675 4.006  0.12
4 C -0.672 0.947 2.996  -0.15
5 S -1.237 1.316 1.325  0.55
6 O -0.968 0.112 0.576  -0.33
7 O -0.478 2.433 0.848  -0.29
8 N -2.836 1.552 1.291  -0.29
9 S -3.569 2.039 2.617  0.46
10 O -4.946 2.208 2.292  -0.30
11 O -2.961 3.133 3.307  -0.31
12 N -3.547 0.722 3.766  -0.05
13 C -3.606 -0.366 3.218  -0.87
14 S -3.682 -1.741 2.536  0.85
15 H -1.055 -0.029 3.251  0.10
16 H -1.045 1.635 3.735  0.09
17 C 6.063 0.092 0.132  0.07
18 C 6.792 0.962 -0.573  -0.25
19 C 6.224 2.260 -1.068  -0.33
20 O 6.968 3.002 -1.689  0.08
21 C 4.836 2.554 -0.789  0.07
22 C 4.089 1.684 -0.083  -0.23
23 C 4.667 0.394 0.437  -0.31
24 O 3.948 -0.333 1.081  0.13
25 O 2.824 1.903 0.194  0.14
26 O 8.068 0.751 -0.888  0.10
27 H 6.465 -0.843 0.494  0.13
28 H 4.435 3.484 -1.166  0.13
29 H 2.495 1.136 0.709  0.10
30 H 8.343 1.537 -1.394  0.11
31 C -2.242 -2.385 -3.271  0.06
32 C -2.433 -1.770 -2.090  -0.22
33 C -3.743 -1.884 -1.352  -0.30
34 O -3.841 -1.321 -0.286  0.04
35 C -4.816 -2.660 -1.961  0.08
36 C -4.614 -3.263 -3.136  -0.25
37 C -3.303 -3.172 -3.862  -0.33
38 O -3.200 -3.768 -4.921  0.08
39 O -5.548 -3.985 -3.750  0.10
40 O -1.497 -1.044 -1.515  0.11
41 H -1.310 -2.315 -3.813  0.13
42 H -5.756 -2.721 -1.430  0.13
43 H -5.133 -4.302 -4.573  0.11
44 H -1.847 -0.696 -0.666  0.06

Cartesian forces (eV/Å) of the 3 atoms listed first:
-0.6 0.7 0.6
0.8 -0.7 -1.0
0.0 0.2 0.2

3.
Entry from the Open Molecules 2025 dataset: C2H3OSm as an isolated structure (the ωB97M-V functional and the def2-TZVPD basis).

Its expectation value of S² is 12.01. The value obtained for the energy above the lowest of the compared OMol25 structures with the same formula, charge and spin is 37.14 kcal/mol. The value obtained for the HOMO energy (alpha / beta) is -12.31 / -12.49 eV. Its HOMO-LUMO gap (alpha / beta) is 7.5984 / 7.9345 eV. For the maximum force, the calculation gives 2.11 eV/Å. As for the spin multiplicity: 7. The value obtained for the total energy is -810.83163 hartree. Its net charge is +1.

Last column: Löwdin charge in e.
Geometry (Å):
1 O 0.651 -0.902 0.189  -0.10
2 C -0.464 -0.495 0.173  -0.23
3 C -1.566 0.033 -0.292  0.08
4 H -2.311 -0.651 -0.706  0.10
5 H -1.994 0.902 0.215  0.10
6 H 2.492 1.494 0.148  -0.26
7 Sm 3.192 -0.381 0.275  1.32

Cartesian forces (eV/Å) of the 3 atoms listed first:
-0.3 0.1 0.9
0.9 0.1 -1.9
-0.9 -0.3 1.4

4.
Entry from the Open Molecules 2025 dataset: a 3-piece molecular cluster, C24H49Cl2FN3O7P2 overall (the ωB97M-V functional and the def2-TZVPD basis).

The value obtained for the HOMO energy is -11.67 eV. Its HOMO-LUMO gap is 9.0704 eV. For the maximum force, the calculation gives 2.63 eV/Å. The value obtained for the total energy is -3337.42261 hartree. Its net charge is +1.

Last column: Löwdin charge in e.
Geometry (Å):
1 C -0.362 3.361 -0.368  0.15
2 C -0.269 2.321 -0.957  -0.13
3 C -0.069 1.053 -1.707  -0.15
4 C 1.369 0.462 -1.635  -0.26
5 P 2.204 1.189 -3.158  0.63
6 N 3.757 1.282 -3.049  -0.12
7 O 1.568 2.695 -3.250  -0.13
8 O 1.696 0.414 -4.498  -0.13
9 N 2.190 1.045 -0.526  -0.03
10 F 2.506 2.378 -0.661  0.09
11 C 1.714 0.649 0.815  -0.10
12 C 2.088 -0.843 0.907  -0.39
13 P 2.213 -1.488 2.674  0.67
14 O 3.824 -1.805 2.865  -0.33
15 Cl 1.925 0.195 3.889  0.29
16 C 1.182 -1.654 -0.070  -0.35
17 C 1.695 -3.125 0.121  -0.06
18 C -0.329 -1.734 0.291  -0.15
19 C -0.754 -1.799 1.766  -0.21
20 C -2.297 -1.745 1.855  -0.27
21 N -2.767 -0.390 1.584  0.02
22 C 1.424 -1.129 -1.565  -0.25
23 C 0.264 -1.603 -2.504  -0.15
24 C 0.151 -3.113 -2.800  -0.13
25 C -1.067 -3.332 -3.732  -0.17
26 O -0.893 -2.688 -4.994  -0.01
27 C -1.930 -1.863 -5.379  -0.50
28 C -2.380 -0.711 -4.487  0.03
29 O -2.460 -2.046 -6.427  0.16
30 C 2.693 -1.730 -2.232  -0.17
31 C 4.136 -1.399 -1.818  -0.64
32 C 5.064 -1.619 -3.061  -0.11
33 Cl 4.813 -2.528 -0.543  0.68
34 H -0.322 4.202 0.285  0.05
35 H -0.858 0.410 -1.326  0.09
36 H -0.349 1.276 -2.739  0.11
37 H 4.160 0.784 -3.835  0.00
38 H 1.920 3.100 -4.050  0.09
39 H 1.795 0.981 -5.271  0.10
40 H 3.110 0.594 -0.648  0.15
41 H 0.629 0.719 0.901  0.13
42 H 2.194 1.276 1.566  0.10
43 H 3.115 -1.032 0.546  0.06
44 H 4.388 -1.232 2.327  0.05
45 H 1.048 -3.632 0.841  0.09
46 H 1.663 -3.731 -0.779  0.08
47 H 2.694 -3.178 0.552  0.02
48 H -0.683 -2.665 -0.166  0.12
49 H -0.955 -0.963 -0.165  0.08
50 H -0.394 -2.680 2.293  0.10
51 H -0.422 -0.879 2.264  0.07
52 H -2.532 -1.956 2.899  0.10
53 H -2.762 -2.524 1.236  0.11
54 H -2.725 -0.162 0.599  0.05
55 H -3.730 -0.271 1.865  0.08
56 H 0.364 -1.136 -3.489  0.10
57 H -0.727 -1.330 -2.151  0.09
58 H -0.048 -3.732 -1.928  0.11
59 H 0.993 -3.501 -3.373  0.12
60 H -1.096 -4.408 -3.928  0.14
61 H -2.014 -3.098 -3.240  0.13
62 H -3.318 -0.316 -4.861  0.10
63 H -1.614 0.064 -4.422  0.07
64 H -2.563 -1.059 -3.466  0.07
65 H 2.675 -2.819 -2.231  0.11
66 H 2.609 -1.510 -3.302  0.11
67 H 4.397 -0.405 -1.464  0.06
68 H 5.465 -0.671 -3.417  0.07
69 H 4.562 -2.176 -3.853  0.09
70 H 5.940 -2.205 -2.787  0.06
71 C -1.784 2.061 4.467  -0.09
72 C -2.165 0.915 5.383  -0.30
73 O -1.840 -0.349 4.800  -0.10
74 H -2.294 1.965 3.507  0.07
75 H -2.048 3.017 4.911  0.05
76 H -0.707 2.051 4.264  0.05
77 H -3.238 0.913 5.567  0.11
78 H -1.653 1.006 6.346  0.11
79 H -0.896 -0.366 4.634  0.03
80 C -5.235 6.219 5.684  -0.09
81 C -4.303 5.427 4.788  -0.32
82 O -3.995 4.152 5.351  -0.10
83 H -4.788 6.360 6.668  0.08
84 H -5.455 7.198 5.255  0.08
85 H -6.177 5.686 5.829  0.07
86 H -3.357 5.953 4.661  0.11
87 H -4.751 5.283 3.799  0.11
88 H -4.822 3.674 5.458  0.08

Cartesian forces (eV/Å) of the 3 atoms listed first:
0.2 -0.5 0.3
0.4 -0.1 -0.3
-1.0 1.2 1.1

5.
Entry from the Open Molecules 2025 dataset: an isolated ion of composition C3H11N2S and charge +1 (the ωB97M-V functional and the def2-TZVPD basis).

The value obtained for the energy above the lowest of the compared OMol25 structures with the same formula, charge and spin is 74.89 kcal/mol. The value obtained for the HOMO energy is -13.78 eV. Its HOMO-LUMO gap is 9.7516 eV. For the maximum force, the calculation gives 5.90 eV/Å. Its SMILES is C[C@H]([NH3+])N(C)S. The value obtained for the total energy is -628.25781 hartree. Its net charge is +1.

Last column: Löwdin charge in e.
Geometry (Å):
1 C -1.129 1.321 0.579  -0.03
2 C 0.726 -1.145 -1.662  -0.10
3 C -0.654 -0.020 0.117  -0.44
4 N 0.325 0.027 -0.764  -0.35
5 N -0.231 -0.736 1.584  0.21
6 S 1.984 1.086 -0.365  0.77
7 H -1.388 1.778 -0.315  0.08
8 H -1.814 1.142 1.353  0.08
9 H -0.294 1.915 0.960  0.07
10 H 1.027 -0.787 -2.636  0.07
11 H 1.518 -1.777 -1.167  0.09
12 H -0.237 -1.741 -1.956  0.12
13 H -1.441 -0.690 -0.146  0.15
14 H 0.502 -0.282 2.061  0.11
15 H -0.169 -1.758 1.414  0.17
16 H -0.832 -0.347 2.295  0.13
17 H 2.107 2.014 -1.352  -0.14

Cartesian forces (eV/Å) of the 3 atoms listed first:
2.0 -0.8 0.5
-1.9 -0.5 0.9
0.2 1.1 2.2